1.
Entry from OMol25: a molecular structure, C13H21AsBrF6N3PdSSbSe (ωB97M-V with the def2-TZVPD basis set).

Each line ends with the Löwdin charge.
Cartesian coordinates (Å):
Pd1 0.09057 -0.36876 -0.31065  0.5580
C1 1.21619 -0.17210 3.59399  0.0199
N1 0.45157 1.01263 3.19996  -0.1052
C2 -0.47238 1.63938 3.98030  0.0212
C3 -0.97744 2.67195 3.25153  0.0213
N2 -0.35172 2.65507 2.04021  -0.0916
C4 -0.59781 3.61853 0.96614  0.0160
C5 0.52356 1.63366 2.00930  -0.6300
Se1 1.67325 1.16005 0.59600  0.8606
H1 0.89283 -0.46299 4.58860  0.1112
H2 2.27798 0.06057 3.60746  0.1079
H3 1.01439 -0.97972 2.89497  0.0711
H4 -0.70110 1.31235 4.97902  0.1502
H5 -1.72402 3.40451 3.50209  0.1512
H6 -1.34413 4.32451 1.31760  0.1118
H7 -0.98451 3.09288 0.09584  0.0650
H8 0.32183 4.14797 0.72957  0.1055
Br1 2.43880 -6.17178 2.33949  0.8868
C6 1.81990 -4.56484 1.62925  -0.6715
C7 2.71901 -3.60975 1.16562  -0.0681
C8 2.22148 -2.43415 0.64815  -0.1509
N3 0.90710 -2.18443 0.58184  -0.0693
C9 0.03856 -3.10730 1.01907  -0.0984
C10 0.45653 -4.30839 1.55332  -0.0611
H9 3.78541 -3.77905 1.20286  0.1220
H10 2.88866 -1.66717 0.27678  0.0890
H11 -1.01442 -2.87487 0.93501  0.1030
H12 -0.27129 -5.02948 1.89594  0.1240
C11 0.32226 2.50270 -3.10011  -0.2199
As1 0.36452 0.66282 -3.62717  0.8291
C12 1.40533 0.46420 -5.22149  -0.2199
C13 -1.41921 0.02926 -3.90933  -0.2131
S1 1.40350 -0.56540 -2.15435  0.2747
H13 -0.06224 3.09136 -3.93276  0.0626
H14 1.32940 2.82610 -2.84438  0.0540
H15 -0.33727 2.60301 -2.24048  0.0161
H16 0.92063 1.03064 -6.01637  0.0616
H17 1.44758 -0.58998 -5.48961  0.0566
H18 2.40803 0.84880 -5.04539  0.0563
H19 -1.87164 0.60577 -4.71637  0.0645
H20 -1.99078 0.16079 -2.99347  0.0087
H21 -1.37728 -1.02512 -4.17775  0.0626
F1 -1.39908 -0.31279 1.33991  -0.3959
Sb1 -3.00588 -0.24200 0.18395  1.4399
F2 -1.90826 1.10190 -0.70345  -0.4042
F3 -3.69858 1.06347 1.30454  -0.3039
F4 -4.25873 -0.13043 -1.16844  -0.2909
F5 -3.70195 -1.70011 1.08363  -0.2927
F6 -1.86916 -1.44423 -0.86039  -0.3957

Calculated values
Total charge: +2
2S+1: 2
Energy in a.u.: -9248.56806
Kohn-Sham gap (alpha / beta) in eV: 6.3996 / 6.6762
E_HOMO (alpha / beta) in eV: -15.13 / -15.11

***

2.
Entry from OMol25: a molecular structure, C13H21AuCl3GeIN4O3 in a non-equilibrium geometry (ωB97M-V with the def2-TZVPD basis set).

Each line ends with the Löwdin charge.
Cartesian coordinates (Å):
Au1 -0.40177 -0.12134 0.13611  1.1512
C1 1.49703 3.63387 1.66075  0.0520
C2 0.59894 2.79320 0.81057  -0.4324
O1 0.77344 1.53670 0.79441  -0.1148
N1 -0.34837 3.40861 0.11988  0.1272
C3 -1.29549 2.76740 -0.78633  -0.0852
C4 -2.44441 2.11272 -0.06032  -0.2353
C5 -3.61522 2.78775 0.21984  0.0331
C6 -4.61288 2.15751 0.95382  0.0253
C7 -4.41701 0.85386 1.38426  0.0062
C8 -3.23225 0.22335 1.06836  -0.0773
N2 -2.27410 0.84625 0.36062  -0.0223
H1 2.39820 3.08258 1.90901  0.0954
H2 0.97614 3.87450 2.59077  0.1208
H3 1.75968 4.56714 1.16462  0.1107
H4 -0.40677 4.41164 0.22566  0.1769
H5 -0.75724 2.03782 -1.39380  0.1125
H6 -1.67093 3.52668 -1.46763  0.1491
H7 -3.74930 3.80003 -0.14008  0.1407
H8 -5.53089 2.68126 1.18783  0.1415
H9 -5.16576 0.32836 1.96054  0.1363
H10 -3.02760 -0.79418 1.37753  0.1210
Cl1 0.66894 -4.46274 -0.23848  0.3553
Ge1 1.35618 -3.01422 1.06613  -0.2199
Cl2 0.07273 -2.29687 2.56508  0.3420
Cl3 3.23451 -3.50287 1.88212  0.3805
N3 -1.84310 -1.76596 -2.65069  0.2218
C9 -1.81243 -2.39582 -1.49055  -0.6102
O2 -1.11430 -1.97992 -0.52132  -0.2360
C10 -2.59360 -3.66159 -1.33010  -0.5347
I1 -1.76625 -5.17482 -2.60767  0.9332
H11 -1.27963 -0.94887 -2.82150  0.1283
H12 -2.36176 -2.14938 -3.42884  0.1320
H13 -3.63685 -3.53597 -1.60809  0.0746
H14 -2.51072 -4.01255 -0.30879  0.0587
C11 4.09254 -1.89536 -1.24412  0.0392
N4 3.86226 -0.93220 -0.15128  -0.1075
C12 5.05692 -0.20013 0.34605  0.0539
C13 2.73120 -0.73908 0.40432  -0.2370
O3 1.62737 -1.42857 0.04812  -0.3444
H15 4.55240 -1.35561 -2.06888  0.1230
H16 3.15894 -2.34082 -1.56625  0.0930
H17 4.77847 -2.66264 -0.88870  0.1205
H18 5.82258 -0.23496 -0.42180  0.1147
H19 5.41992 -0.69375 1.24522  0.1194
H20 4.79933 0.83517 0.55327  0.1101
H21 2.63093 0.03381 1.16031  0.1565

Calculated values
Total charge: +3
2S+1: 2
Energy in a.u.: -4842.76280
Kohn-Sham gap (alpha / beta) in eV: 8.0095 / 6.0305
E_HOMO (alpha / beta) in eV: -17.07 / -17.08